Entry 1:
Entry from OMol25: a 10-piece molecular cluster, C35H65BBr2Cl19N4O4P2S overall in a non-equilibrium geometry (ωB97M-V/def2-TZVPD).

Computed properties:
- E_HOMO (hartree) = -0.413
- multiplicity = 1
- E (a.u.) = -16889.783837
- LUMO energy (eV) = -3.25
- total charge = +1

Element x y z (Å)
C (7.640, 2.284, 1.113)
C (6.481, 2.524, 1.295)
C (5.010, 2.605, 1.498)
C (4.333, 2.012, 0.236)
C (3.176, 1.046, 0.547)
C (2.077, 1.540, 1.530)
B (1.619, 3.099, 1.506)
C (1.917, 4.168, 0.380)
O (0.834, 3.508, 2.565)
N (0.839, 0.891, 0.946)
N (-0.034, 1.688, 0.196)
C (-1.441, 1.709, 0.604)
C (-2.207, 2.595, -0.414)
C (-3.517, 3.047, 0.279)
C (-3.311, 4.182, 1.297)
C (0.417, -0.006, 1.932)
N (-0.007, -1.171, 1.546)
C (-0.346, -2.216, 2.514)
C (-1.764, -2.730, 2.213)
O (-2.739, -2.544, 2.830)
Br (-1.888, -3.866, 0.596)
N (0.685, 0.606, 3.143)
C (-0.063, 0.582, 4.393)
C (-1.510, 0.078, 4.428)
O (-1.754, -0.894, 5.046)
Br (-3.031, 0.962, 3.605)
C (2.096, 0.982, 3.027)
P (2.962, 1.993, 4.331)
S (2.481, 1.645, 6.191)
P (2.896, -0.786, 3.204)
O (2.669, -1.298, 4.743)
Cl (4.952, -0.602, 2.994)
H (8.611, 1.845, 1.136)
H (4.773, 3.664, 1.682)
H (4.806, 1.937, 2.335)
H (4.059, 2.802, -0.471)
H (5.099, 1.438, -0.298)
H (3.623, 0.078, 0.799)
H (2.639, 0.872, -0.382)
H (2.954, 4.525, 0.501)
H (1.247, 5.032, 0.447)
H (1.873, 3.745, -0.630)
H (0.802, 4.472, 2.578)
H (-0.001, 1.351, -0.767)
H (-1.934, 0.729, 0.670)
H (-1.470, 2.274, 1.542)
H (-1.621, 3.511, -0.565)
H (-2.387, 2.043, -1.341)
H (-4.252, 3.394, -0.454)
H (-3.942, 2.190, 0.818)
H (-2.732, 5.029, 0.912)
H (-4.275, 4.534, 1.677)
H (-2.770, 3.823, 2.185)
H (-0.064, -1.363, 0.547)
H (0.327, -3.057, 2.289)
H (-0.156, -1.964, 3.556)
H (-0.066, 1.599, 4.816)
H (0.479, -0.010, 5.144)
H (4.357, 1.781, 4.232)
H (2.791, 3.383, 4.105)
H (3.419, -1.025, 5.300)
Cl (-5.628, -3.948, -2.974)
C (-5.340, -3.885, -1.220)
C (-5.812, -2.586, -0.619)
Cl (-4.827, -1.205, -1.171)
H (-4.277, -4.040, -1.051)
H (-5.882, -4.717, -0.772)
H (-5.730, -2.629, 0.467)
H (-6.849, -2.378, -0.874)
Cl (8.294, 2.505, -2.502)
C (10.045, 2.688, -2.227)
C (10.803, 1.420, -2.527)
Cl (10.438, 0.129, -1.351)
H (10.192, 3.006, -1.197)
H (10.387, 3.486, -2.884)
H (11.874, 1.609, -2.468)
H (10.575, 1.044, -3.521)
Cl (-3.620, -1.025, -6.786)
C (-5.214, -1.575, -6.194)
C (-5.827, -2.625, -7.088)
Cl (-6.309, -1.965, -8.673)
H (-5.857, -0.703, -6.104)
H (-5.054, -1.989, -5.199)
H (-6.729, -3.021, -6.623)
H (-5.139, -3.453, -7.259)
Cl (-9.149, -4.348, -7.250)
C (-9.810, -5.108, -8.720)
C (-9.442, -4.343, -9.967)
Cl (-10.254, -2.760, -10.046)
H (-10.888, -5.188, -8.602)
H (-9.396, -6.115, -8.770)
H (-9.754, -4.903, -10.847)
H (-8.369, -4.173, -10.029)
Cl (-7.336, 0.007, 5.561)
C (-5.658, -0.393, 6.007)
C (-5.322, -1.837, 5.734)
Cl (-6.194, -2.948, 6.820)
H (-5.519, -0.141, 7.056)
H (-5.011, 0.247, 5.409)
H (-4.257, -2.003, 5.899)
H (-5.557, -2.115, 4.709)
Cl (2.460, 6.366, 4.390)
C (3.732, 6.018, 5.594)
C (5.118, 6.211, 5.030)
Cl (5.503, 4.985, 3.795)
H (3.585, 5.000, 5.954)
H (3.575, 6.700, 6.428)
H (5.857, 6.109, 5.823)
H (5.237, 7.192, 4.577)
Cl (-4.480, -5.505, -6.302)
C (-4.350, -6.596, -7.706)
C (-2.940, -6.672, -8.235)
Cl (-2.425, -5.139, -8.981)
H (-5.045, -6.248, -8.469)
H (-4.674, -7.581, -7.373)
H (-2.878, -7.439, -9.006)
H (-2.232, -6.919, -7.447)
Cl (2.004, -0.353, -2.451)
C (0.807, -0.430, -3.766)
C (-0.515, 0.137, -3.311)
Cl (-1.299, -0.884, -2.067)
H (0.720, -1.465, -4.089)
H (1.193, 0.155, -4.599)
H (-1.204, 0.200, -4.152)
H (-0.394, 1.135, -2.893)
Cl (5.976, -1.444, 5.773)
C (7.726, -1.590, 6.097)
C (8.539, -0.692, 5.199)
Cl (8.489, -1.221, 3.497)
H (8.003, -2.634, 5.980)
H (7.882, -1.309, 7.138)
H (9.583, -0.714, 5.508)
H (8.190, 0.337, 5.241)


Entry 2:
Entry from OMol25: C47H36FeN5O7S2 as an isolated structure (ωB97M-V/def2-TZVPD).

Computed properties:
- E_HOMO (alpha / beta) (hartree) = -0.120 / -0.204
- <S²> = 6.075
- multiplicity = 5
- energy above the lowest of the compared OMol25 structures with the same formula, charge and spin (kcal/mol) = 9.5
- E (a.u.) = -4673.390046
- LUMO energy (alpha / beta) (eV) = 2.14 / 2.07
- total charge = -1

Element x y z (Å)
Fe (-0.298, -0.077, -0.404)
O (3.374, 1.835, 0.567)
C (2.209, 1.669, 0.275)
O (1.438, 0.734, 1.007)
C (1.442, 2.320, -0.736)
C (2.007, 3.501, -1.280)
C (1.355, 4.207, -2.226)
C (0.069, 3.740, -2.685)
C (-0.669, 4.424, -3.657)
C (-1.900, 3.969, -4.089)
C (-2.410, 2.792, -3.539)
C (-1.694, 2.096, -2.588)
C (-0.446, 2.540, -2.127)
N (0.233, 1.810, -1.166)
H (2.969, 3.812, -0.895)
H (1.769, 5.122, -2.634)
H (-0.249, 5.335, -4.072)
H (-2.457, 4.514, -4.842)
H (-3.379, 2.418, -3.849)
H (-2.096, 1.207, -2.147)
C (-1.086, -0.271, -5.762)
C (0.337, 0.253, -6.003)
C (0.745, -0.078, -7.437)
C (0.346, 1.780, -5.827)
C (1.292, -0.368, -4.983)
C (2.434, -1.100, -5.352)
C (3.290, -1.647, -4.413)
C (2.999, -1.446, -3.067)
S (3.868, -1.943, -1.659)
C (2.657, -1.206, -0.658)
N (1.687, -0.633, -1.300)
C (1.864, -0.737, -2.684)
C (1.020, -0.193, -3.640)
C (2.784, -1.238, 0.813)
C (3.499, -2.248, 1.450)
C (3.549, -2.319, 2.831)
C (2.855, -1.386, 3.591)
C (2.151, -0.366, 2.971)
C (2.140, -0.290, 1.594)
H (-1.781, 0.211, -6.457)
H (-1.427, -0.064, -4.746)
H (-1.135, -1.354, -5.911)
H (0.026, 0.373, -8.126)
H (0.751, -1.158, -7.616)
H (1.735, 0.320, -7.682)
H (-0.300, 2.250, -6.575)
H (1.360, 2.177, -5.942)
H (-0.021, 2.073, -4.840)
H (2.661, -1.254, -6.398)
H (4.168, -2.204, -4.721)
H (0.146, 0.355, -3.313)
H (3.989, -3.012, 0.855)
H (4.098, -3.122, 3.309)
H (2.865, -1.451, 4.673)
H (1.616, 0.388, 3.533)
O (2.158, -7.428, 2.113)
C (2.345, -6.607, 1.042)
O (3.113, -6.949, 0.185)
C (1.558, -5.348, 1.030)
C (1.006, -4.783, 2.175)
C (0.314, -3.586, 2.124)
C (0.137, -2.904, 0.906)
C (0.687, -3.493, -0.248)
C (1.383, -4.677, -0.182)
N (-0.513, -1.681, 0.839)
C (-1.455, -1.422, 1.768)
C (-2.037, -0.149, 1.834)
C (-3.023, 0.208, 2.781)
C (-3.513, 1.486, 2.789)
C (-3.029, 2.425, 1.863)
C (-2.078, 2.013, 0.957)
N (-1.591, 0.771, 0.928)
H (1.424, -7.086, 2.637)
H (1.168, -5.230, 3.153)
H (-0.030, -3.138, 3.046)
H (0.527, -3.018, -1.207)
H (1.803, -5.114, -1.080)
H (-1.828, -2.202, 2.423)
H (-3.372, -0.538, 3.485)
H (-4.271, 1.771, 3.509)
H (-3.404, 3.439, 1.829)
H (-1.691, 2.692, 0.207)
O (-4.138, 0.467, -1.019)
C (-3.613, -0.467, -1.597)
N (-2.369, -0.995, -1.340)
S (-2.121, -2.349, -2.181)
O (-0.893, -2.247, -2.940)
O (-2.292, -3.540, -1.392)
C (-3.519, -2.196, -3.247)
C (-3.893, -2.940, -4.350)
C (-5.078, -2.585, -4.982)
C (-5.854, -1.525, -4.509)
C (-5.457, -0.793, -3.395)
C (-4.275, -1.147, -2.775)
H (-3.286, -3.764, -4.709)
H (-5.403, -3.140, -5.854)
H (-6.775, -1.270, -5.022)
H (-6.038, 0.035, -3.005)


Entry 3:
Entry from OMol25: an isolated ion of composition C8H14N3 and charge +1 in a non-equilibrium geometry (ωB97M-V/def2-TZVPD).

Computed properties:
- structure (SMILES) = CC[N@H+](C)N1C#C[C@@H](C)N=C1
- E_HOMO (hartree) = -0.476
- multiplicity = 1
- energy above the lowest of the compared OMol25 structures with the same formula, charge and spin (kcal/mol) = 187.5
- E (a.u.) = -476.998073
- LUMO energy (eV) = -4.02
- total charge = +1

Element x y z (Å)
C (-1.306, 3.064, 1.237)
C (-1.082, 1.702, 0.730)
N (0.267, 1.077, 0.886)
C (1.343, 1.981, 0.533)
N (0.370, -0.115, 0.038)
C (0.066, -0.174, -1.383)
C (-0.211, -1.306, -1.807)
C (-0.273, -2.678, -1.384)
C (0.745, -3.619, -1.973)
N (-0.097, -2.359, 0.054)
C (0.150, -1.324, 0.654)
H (-2.158, 2.965, 1.964)
H (-0.454, 3.319, 1.802)
H (-1.536, 3.727, 0.439)
H (-1.417, 1.505, -0.248)
H (-1.837, 1.013, 1.259)
H (0.398, 0.789, 1.954)
H (0.973, 2.694, -0.137)
H (1.694, 2.565, 1.426)
H (2.252, 1.396, 0.394)
H (-1.264, -3.201, -1.530)
H (1.792, -3.327, -1.855)
H (0.571, -3.646, -3.062)
H (0.430, -4.692, -1.673)
H (0.587, -1.356, 1.681)


Entry 4:
Entry from OMol25: a 5-piece molecular cluster, C29H56BrNO8P overall in a non-equilibrium geometry (ωB97M-V/def2-TZVPD).

Computed properties:
- E_HOMO (hartree) = -0.427
- multiplicity = 1
- E (a.u.) = -4710.314976
- LUMO energy (eV) = -1.88
- total charge = +1

Element x y z (Å)
C (2.039, -5.149, 2.213)
C (2.360, -3.996, 2.249)
C (2.410, -2.528, 2.237)
C (2.826, -1.965, 0.885)
C (3.820, -0.794, 0.832)
C (3.806, -0.292, -0.642)
C (2.755, -1.229, -1.284)
N (1.777, -1.658, -0.173)
C (1.083, -2.809, -0.863)
C (-0.284, -3.344, -0.419)
C (-0.371, -4.831, -0.831)
Br (-0.806, -3.185, 1.436)
P (0.907, 0.006, 0.032)
C (-0.786, -0.169, -0.656)
C (0.737, 0.412, 1.841)
C (-0.512, -0.056, 2.599)
H (1.663, -6.147, 2.240)
H (1.492, -2.108, 2.647)
H (3.195, -2.245, 2.951)
H (3.398, -2.773, 0.417)
H (3.715, -0.006, 1.575)
H (4.798, -1.244, 1.023)
H (4.740, -0.437, -1.181)
H (3.535, 0.758, -0.669)
H (3.313, -2.079, -1.674)
H (2.220, -0.643, -2.032)
H (0.983, -2.529, -1.912)
H (1.803, -3.633, -0.863)
H (-1.052, -2.844, -1.004)
H (-1.192, -5.333, -0.329)
H (0.581, -5.345, -0.692)
H (-0.548, -4.837, -1.913)
H (-0.751, -0.485, -1.696)
H (-1.259, 0.805, -0.531)
H (-1.372, -0.901, -0.091)
H (1.659, 0.172, 2.367)
H (0.699, 1.507, 1.807)
H (-1.405, -0.201, 1.993)
H (-0.350, -0.977, 3.160)
H (-0.769, 0.695, 3.352)
O (1.044, 2.068, -3.103)
C (0.206, 2.934, -3.087)
O (-1.082, 2.583, -2.957)
C (-2.136, 3.542, -2.741)
C (-2.644, 4.107, -4.049)
C (0.560, 4.386, -3.290)
H (-1.822, 4.319, -2.051)
H (-2.937, 2.990, -2.249)
H (-1.866, 4.656, -4.578)
H (-3.480, 4.782, -3.873)
H (-2.973, 3.300, -4.705)
H (0.612, 4.587, -4.359)
H (1.540, 4.560, -2.850)
H (-0.132, 5.083, -2.824)
O (0.201, 3.154, 4.381)
C (0.183, 2.569, 5.432)
O (-0.661, 2.967, 6.391)
C (-0.891, 2.233, 7.600)
C (0.127, 2.576, 8.667)
C (1.151, 1.443, 5.709)
H (-0.939, 1.162, 7.400)
H (-1.884, 2.532, 7.932)
H (1.138, 2.302, 8.362)
H (-0.104, 2.056, 9.596)
H (0.127, 3.649, 8.857)
H (2.093, 1.852, 6.070)
H (1.329, 0.924, 4.770)
H (0.785, 0.702, 6.418)
O (-1.953, 6.600, -2.387)
C (-2.796, 7.459, -2.372)
O (-4.079, 7.098, -2.225)
C (-5.145, 8.034, -2.014)
C (-5.681, 8.577, -3.321)
C (-2.451, 8.909, -2.603)
H (-4.835, 8.825, -1.330)
H (-5.924, 7.470, -1.504)
H (-4.921, 9.139, -3.865)
H (-6.530, 9.236, -3.139)
H (-6.003, 7.760, -3.966)
H (-2.413, 9.095, -3.676)
H (-1.469, 9.096, -2.177)
H (-3.142, 9.609, -2.139)
O (-0.121, -11.395, -3.106)
C (0.495, -10.385, -2.931)
O (1.705, -10.447, -2.334)
C (2.594, -9.336, -2.242)
C (2.288, -8.476, -1.033)
C (-0.084, -9.034, -3.286)
H (2.597, -8.762, -3.170)
H (3.588, -9.768, -2.141)
H (1.290, -8.037, -1.094)
H (3.017, -7.668, -0.944)
H (2.319, -9.078, -0.125)
H (-0.705, -8.689, -2.459)
H (-0.708, -9.155, -4.168)
H (0.661, -8.277, -3.521)